{
  "formula": "C28H21Cl2F4IrN6O2",
  "method": "the ωB97M-V functional and the def2-TZVPD basis",
  "symbols": ["Ir", "Cl", "C", "C", "C", "N", "C", "O", "C", "C", "C", "C", "C", "N", "C", "C", "C", "Cl", "N", "C", "O", "C", "C", "C", "C", "C", "N", "H", "H", "H", "H", "H", "H", "H", "H", "H", "H", "C", "N", "C", "C", "C", "N", "C", "C", "F", "C", "F", "C", "C", "F", "C", "F", "H", "H", "H", "H", "H", "H", "H", "H", "H", "H", "H"],
  "coordinates": [[-0.06167, -0.69160, 0.36335], [-1.99298, -2.51579, 6.73506], [-1.14022, -1.76723, 5.45561], [-1.36715, -2.17360, 4.17969], [-0.64404, -1.56745, 3.12663], [-0.81373, -1.81317, 1.80400], [-1.64198, -2.86204, 1.34023], [-1.84913, -3.90498, 1.88956], [-2.26893, -2.47029, 0.04792], [-3.43653, -3.02679, -0.41216], [-4.02299, -2.47158, -1.54359], [-3.41845, -1.38271, -2.15444], [-2.23049, -0.89617, -1.64445], [-1.66370, -1.45073, -0.56739], [0.34016, -0.58971, 3.40433], [0.55179, -0.16510, 4.74530], [-0.18513, -0.71950, 5.73704], [0.01391, -0.15543, 7.33674], [0.96503, -0.17147, 2.30133], [2.20131, 0.50491, 2.36413], [2.80477, 0.82002, 3.35888], [2.68296, 0.73800, 1.00300], [3.78944, 1.34890, 0.59300], [4.14448, 1.52645, -0.83138], [3.40480, 1.44143, -1.95620], [1.90265, 1.33241, -2.17849], [1.80466, 0.25170, -0.01094], [-2.07538, -2.96121, 3.98312], [-3.86307, -3.86418, 0.12374], [-4.94852, -2.87519, -1.93378], [-3.85849, -0.90603, -3.01909], [-1.71149, -0.05428, -2.08176], [1.27606, 0.59940, 4.96434], [4.48980, 1.70679, 1.33904], [5.19683, 1.73654, -0.98771], [3.96509, 1.57278, -2.87881], [1.60436, 2.25031, -2.69252], [0.68955, -1.99427, -3.49369], [1.51975, -1.14491, -2.64620], [2.87672, -1.70095, -2.64258], [1.48698, 0.22459, -3.15125], [1.23864, 1.35980, -0.80640], [-0.16648, 1.08335, -0.63253], [-1.05179, 2.12796, -0.33702], [-2.25182, 1.96246, 0.35890], [-2.61362, 0.74997, 0.83231], [-3.10615, 3.01222, 0.62492], [-4.22252, 2.74865, 1.31149], [-2.83741, 4.29529, 0.21083], [-1.67480, 4.47767, -0.49738], [-1.35260, 5.68690, -0.96235], [-0.81594, 3.43443, -0.77080], [0.25666, 3.70263, -1.54926], [1.07157, -2.03647, -4.52408], [-0.33119, -1.61471, -3.52459], [0.67572, -3.00985, -3.09467], [3.22004, -1.92885, -3.66177], [2.89811, -2.62371, -2.05997], [3.59386, -0.99990, -2.21501], [0.45854, 0.44492, -3.44081], [2.10162, 0.31093, -4.06278], [1.55469, 2.30238, -0.36755], [2.34708, -0.35929, -0.62157], [-3.50922, 5.11536, 0.42047]],
  "forces_ev_per_angstrom": [[1.7586, 1.2777, 4.9938], [0.0337, 0.0773, -0.0309], [0.2838, 0.3126, 0.4473], [0.0722, 0.0079, -0.6856], [-0.5503, -0.2194, 0.5779], [-0.7194, -1.2715, -1.0826], [0.1080, 0.1011, 0.2091], [-0.0828, -0.0688, 0.1679], [0.0428, -0.1583, -0.0625], [-0.0816, -0.0940, -0.1489], [-0.0330, -0.0275, 0.0070], [-0.0530, -0.0964, 0.0088], [-0.0884, -0.1254, -0.1765], [-0.3094, 0.5083, -1.1917], [0.0764, 0.0543, 0.4296], [0.2299, 0.0354, -0.4840], [-0.3948, -0.3801, 0.1531], [-0.0104, -0.0437, 0.0759], [0.3171, 0.4784, -0.9646], [-0.1927, 0.0143, 0.0018], [-0.0886, -0.0187, 0.1179], [-0.2263, -0.2800, -0.0365], [0.2784, 0.2652, -0.4180], [0.0228, -0.1101, 0.2704], [-0.1773, 0.2518, 0.0471], [0.3438, 0.0102, 0.0959], [0.3043, -0.9040, -1.2991], [-0.0301, 0.0076, -0.0050], [-0.0161, 0.0420, -0.0199], [0.0241, 0.0198, 0.0253], [0.0051, -0.0287, 0.0045], [0.0388, -0.0316, 0.0604], [0.0198, 0.0185, 0.0020], [-0.0402, -0.0221, -0.0089], [-0.0163, -0.0168, 0.0307], [-0.0427, -0.0559, 0.0116], [0.1263, 0.0740, 0.0639], [-0.0515, -0.0593, 0.1511], [0.2126, 0.0393, 0.0072], [-0.0279, 0.0187, -0.0409], [-0.0285, -0.1019, -0.0850], [-0.1507, 0.2714, -0.4634], [-0.8634, 0.4539, -0.8768], [0.5531, -0.4853, -0.0451], [-0.0394, -0.1810, 0.1641], [0.0174, -0.0354, 0.0198], [-0.1688, -0.0258, 0.0472], [0.0504, 0.0126, -0.0140], [-0.1834, 0.1342, 0.0753], [0.1578, 0.1889, -0.1391], [-0.0387, -0.0320, 0.0232], [0.0785, 0.1776, -0.2101], [-0.0564, 0.0042, 0.0514], [-0.0137, -0.0002, -0.0028], [-0.0199, -0.0294, 0.0205], [-0.0118, 0.0296, -0.0142], [0.0203, 0.0173, -0.0035], [-0.0062, 0.0169, -0.0365], [-0.0389, -0.0482, 0.0640], [-0.0297, -0.0486, -0.0156], [-0.0596, 0.1101, -0.0232], [-0.1123, 0.0505, 0.2957], [-0.1412, -0.0494, -0.1368], [0.0196, -0.0323, 0.0003]],
  "total_charge": 1,
  "multiplicity": 2,
  "e_homo_ev": [-10.7, -10.7],
  "energy_ha": -2982.487829,
  "orbital_gap_ev": [6.3985, 5.0403]
}



{
  "formula": "C28H21Cl3FeGeN4O3S5",
  "method": "the ωB97M-V functional and the def2-TZVPD basis",
  "symbols": ["Fe", "S", "C", "C", "C", "C", "C", "C", "S", "C", "C", "C", "C", "C", "C", "C", "S", "C", "C", "C", "C", "C", "C", "S", "N", "H", "H", "H", "H", "H", "H", "H", "H", "H", "H", "H", "H", "H", "H", "H", "Cl", "Ge", "Cl", "Cl", "O", "S", "O", "O", "C", "N", "C", "C", "C", "N", "C", "C", "C", "N", "C", "C", "H", "H", "H", "H", "H", "H"],
  "coordinates": [[-1.46466, 0.78927, 0.60284], [-1.37779, 1.67342, 2.73534], [-0.39725, 3.12238, 2.48963], [-0.65756, 4.27296, 3.22618], [0.14329, 5.39701, 3.08408], [1.21676, 5.38970, 2.20587], [1.49502, 4.24397, 1.47290], [0.68647, 3.12855, 1.61009], [0.98640, 1.63140, 0.71597], [1.14534, 2.21188, -0.98388], [0.78225, 1.07313, -1.89570], [1.62179, 0.68187, -2.92559], [1.18659, -0.29692, -3.80500], [-0.09079, -0.80270, -3.65685], [-0.86854, -0.36047, -2.59367], [-2.31047, -0.80529, -2.48778], [-3.29363, 0.29667, -1.45950], [-3.03879, 1.80820, -2.35683], [-3.38108, 1.89066, -3.70169], [-3.19466, 3.07096, -4.40017], [-2.68455, 4.17892, -3.73130], [-2.36851, 4.10207, -2.38730], [-2.53879, 2.91284, -1.66568], [-2.20248, 2.89354, 0.05217], [-0.41477, 0.51035, -1.69600], [-1.50847, 4.28346, 3.89451], [-0.08019, 6.28718, 3.65813], [1.84108, 6.26642, 2.09499], [2.34337, 4.22066, 0.79991], [2.15360, 2.56502, -1.18988], [0.42337, 3.02227, -1.11252], [2.59231, 1.14513, -3.03672], [1.82470, -0.63526, -4.61070], [-0.49487, -1.52347, -4.35571], [-2.43017, -1.80534, -2.06789], [-2.73731, -0.84394, -3.48996], [-3.80642, 1.02859, -4.20224], [-3.45567, 3.12986, -5.44851], [-2.53565, 5.11100, -4.26228], [-1.97855, 4.96781, -1.86617], [-3.92337, -2.13364, 0.61905], [-3.34738, -0.23803, 1.62955], [-3.13435, -0.99347, 3.65810], [-5.22603, 0.84222, 1.65570], [6.29029, -4.56407, 2.12475], [5.47711, -4.89521, 3.28474], [5.17459, -3.78054, 4.15875], [5.83387, -6.12559, 3.95736], [3.88104, -5.26757, 2.47712], [3.66899, -6.51565, 2.05273], [2.52603, -6.74246, 1.42447], [1.58530, -5.75249, 1.18858], [1.91063, -4.48775, 1.65425], [3.04214, -4.24874, 2.30532], [1.02296, -3.31292, 1.46168], [0.13646, -3.21795, 0.39692], [-0.61745, -2.07398, 0.24699], [-0.55123, -1.03062, 1.07899], [0.27433, -1.14266, 2.13348], [1.07597, -2.24363, 2.34798], [2.34891, -7.76225, 1.09555], [0.64896, -5.96833, 0.69313], [0.04247, -4.01032, -0.33274], [-1.31544, -1.99058, -0.56546], [0.28577, -0.30309, 2.81403], [1.75872, -2.27442, 3.18589]],
  "forces_ev_per_angstrom": [[0.0886, 0.0255, -0.0453], [-0.0100, -0.0085, 0.0162], [-0.0157, -0.0214, 0.0071], [0.0080, 0.0224, 0.0017], [-0.0061, -0.0143, -0.0003], [0.0027, 0.0007, 0.0016], [0.0007, 0.0044, -0.0044], [0.0208, 0.0094, -0.0071], [-0.0425, -0.0020, -0.0138], [-0.0033, -0.0049, 0.0085], [0.0279, 0.0178, 0.0269], [-0.0066, -0.0086, -0.0143], [-0.0236, 0.0010, 0.0235], [0.0330, 0.0077, -0.0163], [-0.0381, -0.0294, 0.0078], [0.0060, 0.0177, -0.0106], [-0.0066, 0.0049, 0.0008], [-0.0002, -0.0063, -0.0147], [0.0030, -0.0139, 0.0195], [0.0034, 0.0228, -0.0042], [-0.0044, -0.0172, -0.0040], [-0.0006, -0.0043, -0.0019], [-0.0005, 0.0078, 0.0014], [-0.0054, -0.0201, 0.0167], [-0.0090, -0.0063, -0.0084], [0.0003, -0.0023, -0.0002], [-0.0002, 0.0007, -0.0006], [0.0006, -0.0008, -0.0007], [-0.0007, -0.0026, 0.0002], [-0.0002, -0.0018, -0.0022], [0.0012, 0.0014, -0.0087], [-0.0008, 0.0027, 0.0026], [-0.0025, -0.0008, -0.0023], [0.0014, -0.0002, 0.0000], [0.0089, 0.0101, 0.0083], [0.0027, 0.0039, 0.0002], [-0.0009, -0.0001, 0.0007], [0.0005, 0.0017, -0.0003], [-0.0007, -0.0006, -0.0025], [0.0006, -0.0016, 0.0028], [-0.0014, -0.0024, -0.0053], [-0.0514, -0.0016, 0.0311], [0.0018, 0.0097, -0.0114], [0.0206, -0.0085, -0.0003], [0.0011, -0.0032, 0.0084], [-0.0267, -0.0075, -0.0294], [-0.0051, 0.0036, 0.0036], [0.0046, 0.0027, -0.0011], [0.0286, -0.0056, 0.0251], [-0.0072, 0.0093, -0.0091], [0.0085, 0.0084, 0.0173], [-0.0244, 0.0051, -0.0159], [0.0142, -0.0272, 0.0173], [0.0046, 0.0064, -0.0113], [-0.0090, 0.0144, -0.0125], [-0.0054, 0.0044, 0.0094], [0.0085, -0.0101, 0.0058], [-0.0180, 0.0164, -0.0119], [0.0050, 0.0049, 0.0036], [0.0038, -0.0079, 0.0095], [0.0026, -0.0007, -0.0013], [0.0033, -0.0010, -0.0029], [0.0037, -0.0040, 0.0016], [0.0072, 0.0039, 0.0026], [-0.0035, -0.0003, -0.0049], [0.0025, -0.0041, -0.0018]],
  "total_charge": -1,
  "multiplicity": 2,
  "e_homo_ev": [-5.5, -5.5],
  "energy_ha": -8236.765407,
  "orbital_gap_ev": [5.9398, 6.9131],
  "relative_energy_kj_mol": 0.0
}